1.
The following is a DFT calculation (the ωB97M-V functional and the def2-TZVPD basis) of 2 unconnected molecules or ions with the total composition C5H10FN2 at a distorted geometry.

Each line ends with the Löwdin charge.
CARTESIAN COORDINATES (ANGSTROEM)
C  -2.469  -0.479  -0.015  -0.122
C  -2.282  -1.813  -0.063  0.139
C  2.411  1.486  0.136  0.080
C  1.471  0.734  -0.523  -0.208
C  -1.415  1.591  -0.043  0.013
N  -1.381  0.292  -0.240  0.073
N  0.956  -0.441  0.208  -0.002
F  -2.610  2.157  0.257  0.106
H  -3.316  0.071  0.185  0.106
H  -1.438  -2.469  -0.380  0.107
H  -3.082  -2.367  0.210  0.036
H  3.029  2.208  -0.341  0.061
H  2.572  1.364  1.199  0.073
H  1.518  0.503  -1.563  0.109
H  -0.609  2.293  -0.143  0.145
H  -0.428  -0.186  -0.295  0.052
H  1.070  -0.207  1.203  0.120
H  1.325  -1.336  -0.048  0.112

Cartesian forces, eV/Å:
1.3 -3.6 -0.5
1.2 1.4 -0.7
-2.1 -1.0 -1.1
3.9 -1.4 2.2
-2.3 -1.6 -0.3
0.3 5.2 -0.1
-0.5 1.8 0.5
2.0 -0.9 -0.4
-2.1 0.3 0.7
-0.3 1.4 0.3
-2.6 -1.8 0.7
0.1 0.6 -0.5
-0.1 0.0 0.1
-0.4 0.8 -0.9
0.3 -0.1 0.0
0.7 -0.2 0.5
-0.1 -0.9 -0.5
0.7 -0.2 -0.1

Results
Highest occupied orbital energy ... -13.664 eV
Energy relative to the best compared isomer or geometry (same formula, charge and spin) ... 81.8 kcal/mol
Net charge ... +1
LUMO energy ... -4.8 eV

2.
The following is a DFT calculation (the ωB97M-V functional and the def2-TZVPD basis) of a molecular structure, C36H57MoN11O6PSe at a distorted geometry.

Each line ends with the Löwdin spin population.
CARTESIAN COORDINATES (ANGSTROEM)
Mo  -0.983  0.471  -0.135  1.584
N  -2.104  -1.646  -0.502  -0.013
C  -1.041  -2.519  -1.031  0.003
C  -0.347  -1.727  -2.121  0.013
O  0.189  -2.236  -3.084  0.020
N  -0.460  -0.387  -1.903  0.033
C  -0.108  0.444  -3.037  0.005
C  -0.563  1.857  -2.739  0.005
O  -0.314  2.774  -3.513  0.004
O  -1.225  1.977  -1.632  0.022
H  -2.494  -2.039  0.348  0.000
H  -2.858  -1.595  -1.180  0.001
H  -1.407  -3.461  -1.439  0.000
H  -0.315  -2.721  -0.242  0.000
H  -0.634  0.105  -3.934  0.002
H  0.957  0.418  -3.292  0.002
N  1.237  1.108  -0.261  0.014
C  1.419  2.565  -0.101  0.001
C  2.791  2.836  0.549  0.000
C  3.284  4.269  0.834  0.000
C  3.328  5.261  -0.333  0.000
N  2.007  5.822  -0.577  0.000
C  1.300  5.709  -1.692  0.000
N  1.882  5.525  -2.876  0.000
N  -0.024  5.827  -1.620  0.000
C  0.191  3.078  0.701  0.006
O  0.100  4.251  1.037  0.011
O  -0.674  2.168  0.957  0.011
H  1.664  0.610  0.517  0.003
H  1.699  0.748  -1.089  0.001
H  1.366  3.026  -1.087  0.000
H  3.535  2.347  -0.090  0.000
H  2.801  2.311  1.511  0.000
H  4.303  4.171  1.211  0.000
H  2.687  4.708  1.635  0.000
H  3.715  4.776  -1.232  0.000
H  4.005  6.076  -0.074  0.000
H  1.440  5.867  0.262  0.000
H  2.879  5.545  -2.983  0.000
H  1.317  5.190  -3.641  0.000
H  -0.459  5.744  -0.714  0.000
H  -0.557  5.509  -2.416  0.000
N  -0.764  -0.561  1.468  0.018
C  -0.958  -1.084  2.516  0.068
N  -1.017  -1.638  3.616  0.061
C  -1.956  -2.024  4.446  0.007
N  -2.755  -2.354  5.212  0.020
Se  -3.993  1.022  -1.291  0.016
N  -2.945  0.871  0.182  -0.033
C  -3.678  1.230  1.247  0.018
C  -3.232  1.322  2.582  -0.011
C  -4.133  1.671  3.547  0.026
C  -5.492  1.953  3.243  -0.012
C  -5.955  1.901  1.965  0.020
C  -5.052  1.543  0.930  -0.003
N  -5.390  1.471  -0.349  0.073
H  -2.195  1.154  2.825  -0.001
H  -3.801  1.737  4.574  0.001
H  -6.163  2.225  4.046  -0.001
H  -6.983  2.113  1.707  0.001
O  1.852  -1.682  0.126  0.002
P  3.283  -2.021  0.421  0.000
C  4.343  -1.138  -0.808  0.000
C  5.847  -1.496  -0.837  0.000
C  6.385  -1.591  -2.269  0.000
C  5.958  -0.404  -3.142  0.000
C  4.435  -0.121  -3.065  0.000
C  3.730  -1.173  -2.213  0.000
C  3.823  -1.320  2.052  0.000
C  2.610  -1.196  2.982  0.000
C  3.016  -0.556  4.308  0.000
C  4.133  -1.356  5.019  0.000
C  4.666  -2.499  4.153  0.000
C  5.022  -2.013  2.747  0.000
C  3.665  -3.812  0.323  0.000
C  3.278  -4.320  -1.083  0.000
C  2.936  -5.809  -1.053  0.000
C  1.708  -6.087  -0.168  0.000
C  1.570  -5.046  0.953  0.000
C  2.949  -4.606  1.434  0.000
H  4.250  -0.099  -0.463  0.000
H  6.035  -2.448  -0.335  0.000
H  6.416  -0.743  -0.288  0.000
H  6.042  -2.522  -2.725  0.000
H  7.474  -1.642  -2.240  0.000
H  6.241  -0.621  -4.172  0.000
H  6.518  0.481  -2.834  0.000
H  3.994  -0.090  -4.063  0.000
H  4.271  0.868  -2.619  0.000
H  3.859  -2.151  -2.674  0.000
H  2.651  -1.004  -2.163  0.000
H  4.120  -0.297  1.786  0.000
H  2.160  -2.175  3.161  0.000
H  1.846  -0.594  2.496  0.000
H  2.135  -0.475  4.947  0.000
H  3.359  0.465  4.111  0.000
H  3.769  -1.762  5.963  0.000
H  4.964  -0.689  5.261  0.000
H  3.925  -3.299  4.096  0.000
H  5.552  -2.925  4.626  0.000
H  5.382  -2.859  2.159  0.000
H  5.850  -1.306  2.830  0.000
H  4.745  -3.911  0.461  0.000
H  4.104  -4.150  -1.776  0.000
H  2.409  -3.767  -1.455  0.000
H  3.802  -6.366  -0.687  0.000
H  2.743  -6.151  -2.070  0.000
H  1.800  -7.083  0.270  0.000
H  0.800  -6.086  -0.774  0.000
H  0.988  -5.456  1.779  0.000
H  1.041  -4.163  0.586  0.000
H  3.543  -5.486  1.692  0.000
H  2.864  -4.004  2.341  0.000

Cartesian forces, eV/Å:
0.7 0.7 -2.7
0.4 0.1 0.0
0.2 -0.1 -0.1
-0.1 -0.2 0.3
0.0 0.0 0.0
0.2 -0.1 -0.6
-0.1 0.1 0.1
0.3 0.3 -0.6
0.0 0.0 0.4
0.0 0.1 0.3
0.0 0.1 0.1
0.0 0.1 0.0
0.0 0.0 0.0
0.0 0.1 0.0
0.1 0.0 0.0
0.0 0.1 0.0
-0.1 0.0 0.1
-0.2 0.0 0.4
-0.1 0.3 0.0
-0.2 -0.2 -0.2
0.3 -0.1 0.2
-0.1 -0.1 0.2
0.0 0.0 0.2
-0.2 -0.2 -0.1
-0.1 -0.1 -0.3
0.6 0.1 -0.3
0.1 0.0 -0.1
-0.4 0.0 0.4
0.0 -0.2 0.0
0.0 -0.1 0.0
-0.1 0.0 -0.1
0.0 -0.1 0.0
0.1 -0.1 0.0
0.0 0.0 0.1
0.0 0.0 0.1
-0.1 0.0 0.0
0.1 0.0 -0.1
-0.1 -0.1 0.0
0.0 0.0 0.0
0.1 0.0 -0.1
-0.1 -0.2 0.0
-0.2 0.1 0.0
0.3 -1.1 2.4
0.0 0.1 -0.3
0.6 -0.2 0.3
-0.4 0.1 0.0
0.1 0.0 0.0
0.1 0.1 0.1
-1.8 0.7 0.3
0.1 -0.2 -0.5
0.0 0.1 0.7
0.5 -0.2 -0.3
-0.4 0.1 -0.3
-0.1 0.1 0.5
0.1 -0.1 -0.4
-0.1 0.0 0.2
0.0 0.0 0.0
0.0 0.0 0.0
0.0 0.0 0.0
0.0 0.0 0.0
-0.3 0.0 0.2
0.8 0.1 -0.2
-0.2 -0.2 0.1
0.1 -0.1 0.0
-0.1 0.1 0.0
-0.1 -0.1 0.0
0.1 -0.1 0.0
0.0 0.2 0.0
-0.2 -0.2 -0.3
0.1 0.1 0.1
0.0 -0.1 0.0
0.0 0.0 -0.1
0.0 0.1 0.0
0.0 -0.2 0.0
0.0 0.3 0.1
0.0 -0.1 0.0
-0.1 0.1 0.0
0.1 0.1 0.0
0.1 -0.1 0.0
-0.2 0.1 0.0
-0.1 0.0 0.0
0.0 0.0 0.0
0.0 0.0 0.0
0.0 0.0 0.0
0.0 -0.1 0.0
0.1 0.1 0.0
0.0 0.0 0.0
0.0 0.0 0.0
-0.1 0.0 0.0
-0.1 0.0 0.0
0.0 0.0 0.0
0.0 0.0 0.0
-0.1 0.0 0.0
-0.2 0.0 -0.1
0.0 0.0 0.0
0.0 0.0 0.0
0.0 0.0 0.0
0.0 0.0 0.1
0.0 0.0 0.0
0.0 -0.1 0.0
0.1 0.1 0.0
0.0 0.0 -0.1
0.0 0.0 0.0
0.0 0.1 0.0
0.0 0.0 -0.1
0.0 0.0 0.0
0.1 -0.1 0.0
-0.1 0.0 0.0
0.0 0.0 0.0
0.0 0.0 0.0
0.0 0.0 0.0
0.0 0.0 0.0
0.0 -0.1 0.0

Results
Highest occupied orbital energy (spin up / spin down) ... -10.298 / -11.397 eV
<S²> ... 2.029
Energy relative to the best compared isomer or geometry (same formula, charge and spin) ... 29.2 kcal/mol
Net charge ... +1
Multiplicity ... 3
LUMO energy (spin up / spin down) ... -3.8 / -4.1 eV

3.
The following is a DFT calculation (the ωB97M-V functional and the def2-TZVPD basis) of a molecular structure, C47H60BrCsN5O10PS2Si.

Each line ends with the Löwdin charge.
CARTESIAN COORDINATES (ANGSTROEM)
Cs  -1.179  -1.831  0.720  0.935
S  -3.729  -4.742  0.909  0.455
C  -3.886  -4.720  -0.818  -1.194
S  -3.079  -3.529  -1.790  0.441
C  -4.710  -5.660  -1.444  -0.427
C  -5.431  -6.653  -0.722  -0.307
N  -6.045  -7.484  -0.204  0.097
C  -4.914  -5.682  -2.853  -0.309
N  -5.125  -5.758  -3.987  0.097
C  -0.989  -0.887  5.578  -0.064
C  -1.445  -0.379  4.214  -0.397
C  -1.316  1.134  4.105  -0.054
C  -2.858  -0.876  3.899  -0.288
C  -3.936  -0.457  4.911  -0.090
O  -5.029  0.001  4.099  -0.006
C  -4.536  0.076  2.824  -0.338
N  -3.368  -0.356  2.617  0.120
C  -5.497  0.646  1.857  -0.144
C  -6.837  0.299  2.035  -0.018
C  -7.805  0.755  1.164  -0.068
C  -7.447  1.587  0.113  -0.072
C  -6.124  1.952  -0.051  -0.088
C  -5.124  1.488  0.807  -0.297
P  -3.376  2.007  0.540  1.131
C  -2.965  1.135  -1.016  -0.402
C  -3.818  0.252  -1.671  -0.083
C  -3.402  -0.404  -2.824  -0.110
C  -2.135  -0.179  -3.337  -0.078
C  -1.272  0.694  -2.686  -0.112
C  -1.680  1.337  -1.528  -0.168
C  -3.691  3.714  -0.087  -0.380
C  -3.550  4.115  -1.412  -0.088
C  -3.768  5.439  -1.779  -0.093
C  -4.136  6.378  -0.829  -0.110
C  -4.280  5.989  0.498  -0.100
C  -4.050  4.673  0.863  -0.110
H  0.069  -0.667  5.717  0.076
H  -1.105  -1.971  5.653  0.086
H  -1.556  -0.419  6.390  0.073
H  -0.781  -0.840  3.480  0.070
H  -1.890  1.641  4.888  0.076
H  -1.675  1.492  3.139  0.045
H  -0.270  1.424  4.216  0.072
H  -2.825  -1.969  3.816  0.149
H  -3.613  0.374  5.542  0.113
H  -4.287  -1.272  5.540  0.127
H  -7.102  -0.356  2.852  0.120
H  -8.836  0.452  1.297  0.102
H  -8.196  1.946  -0.582  0.100
H  -5.851  2.605  -0.870  0.106
H  -4.796  0.030  -1.265  0.090
H  -4.056  -1.129  -3.289  0.094
H  -1.807  -0.715  -4.219  0.108
H  -0.267  0.850  -3.061  0.067
H  -0.989  1.994  -1.009  0.084
H  -3.275  3.388  -2.165  0.100
H  -3.654  5.732  -2.816  0.097
H  -4.306  7.408  -1.116  0.092
H  -4.565  6.715  1.249  0.095
H  -4.153  4.377  1.902  0.102
O  1.687  1.826  2.474  -0.095
H  0.938  2.308  2.109  0.024
H  1.450  0.881  2.336  -0.009
O  -5.323  -1.920  0.077  -0.119
H  -5.321  -2.684  0.675  -0.022
H  -4.631  -2.198  -0.553  -0.067
O  -0.571  -4.800  0.320  -0.239
H  -0.766  -4.608  -0.611  -0.029
H  -1.465  -5.058  0.635  -0.083
C  3.205  -0.394  -3.882  -0.113
C  4.395  0.027  -3.004  -0.615
C  5.507  0.567  -3.916  -0.093
C  4.905  -1.261  -2.342  -0.097
Si  3.881  1.306  -1.657  0.477
Br  1.871  0.618  -0.932  0.662
C  5.018  1.289  -0.102  -0.611
C  4.737  0.070  0.795  -0.103
C  4.761  2.518  0.784  -0.101
C  6.505  1.282  -0.489  -0.094
C  3.564  3.070  -2.370  -0.625
C  2.879  2.992  -3.741  -0.106
C  2.619  3.887  -1.474  -0.116
C  4.875  3.853  -2.534  -0.095
H  3.563  -1.102  -4.637  0.090
H  2.735  0.436  -4.404  0.059
H  2.440  -0.906  -3.296  0.041
H  5.835  -0.234  -4.589  0.086
H  6.381  0.907  -3.360  0.067
H  5.160  1.392  -4.541  0.060
H  5.029  -2.034  -3.108  0.092
H  4.192  -1.635  -1.607  0.053
H  5.869  -1.123  -1.851  0.065
H  3.707  0.070  1.156  0.045
H  5.391  0.131  1.672  0.091
H  4.932  -0.883  0.311  0.062
H  3.722  2.577  1.113  0.061
H  5.049  3.450  0.296  0.058
H  5.377  2.424  1.686  0.088
H  6.794  0.370  -1.014  0.058
H  7.108  1.335  0.424  0.084
H  6.781  2.134  -1.113  0.067
H  1.952  2.417  -3.697  0.069
H  3.522  2.556  -4.506  0.060
H  2.625  4.007  -4.066  0.085
H  1.630  3.428  -1.424  0.047
H  2.501  4.886  -1.910  0.084
H  2.978  4.007  -0.456  0.062
H  5.602  3.330  -3.156  0.066
H  5.345  4.069  -1.572  0.060
H  4.661  4.815  -3.015  0.083
O  1.631  -1.975  3.820  0.027
C  1.697  -1.810  2.601  -0.667
O  1.203  -0.879  1.902  -0.293
C  2.457  -2.878  1.798  -0.078
C  3.224  -3.806  2.489  0.087
C  3.919  -4.772  1.782  -0.110
C  3.855  -4.874  0.406  0.084
C  3.071  -3.947  -0.247  -0.117
C  2.387  -2.941  0.414  0.040
N  2.967  -4.034  -1.715  -0.342
O  3.742  -4.774  -2.293  0.072
O  2.171  -3.305  -2.267  0.082
N  4.759  -5.736  2.512  -0.352
O  4.834  -5.624  3.718  0.077
O  5.346  -6.582  1.863  0.064
H  3.253  -3.757  3.568  0.131
H  4.386  -5.642  -0.133  0.128
H  1.818  -2.222  -0.159  0.069

Cartesian forces, eV/Å:
-0.8 -0.1 -0.4
0.0 0.0 0.1
0.0 0.1 0.0
0.1 -0.1 0.1
0.0 0.0 0.0
0.0 0.0 0.0
0.0 0.0 0.0
0.0 0.0 0.0
0.0 0.0 0.0
0.0 0.0 0.0
0.0 -0.1 0.0
0.0 0.0 0.0
0.0 0.0 0.0
0.0 0.0 0.0
0.0 0.0 0.0
0.0 0.0 0.1
0.0 0.0 0.0
0.0 0.0 0.0
0.0 0.0 0.0
0.0 0.0 0.0
0.0 0.0 0.0
0.0 0.0 0.0
0.0 0.0 0.0
0.0 0.0 0.0
0.0 -0.1 0.0
0.0 0.0 0.0
0.0 0.0 0.0
0.0 0.0 0.0
0.0 0.0 0.0
0.1 0.0 0.0
0.0 0.0 0.0
0.0 0.0 0.0
0.0 0.0 0.0
0.0 0.0 0.0
0.0 0.0 0.0
0.0 0.0 0.0
0.0 0.0 0.0
0.0 0.0 0.0
0.0 0.0 0.0
0.1 0.2 0.0
0.0 0.0 0.0
0.0 0.0 0.0
0.0 0.0 0.0
0.0 0.0 0.0
0.0 0.0 0.0
0.0 0.0 0.0
0.0 0.0 0.0
0.0 0.0 0.0
0.0 0.0 0.0
0.0 0.0 0.0
0.0 0.0 0.0
0.0 0.0 0.0
0.0 0.0 0.0
0.0 0.0 0.0
0.0 0.0 0.0
0.0 0.0 0.0
0.0 0.0 0.0
0.0 0.0 0.0
0.0 0.0 0.0
0.0 0.0 0.0
-0.1 -0.1 0.0
0.0 0.0 0.0
0.1 0.0 0.0
0.0 0.0 0.0
0.0 0.0 0.0
0.0 0.0 -0.1
0.1 -0.1 -0.2
0.0 -0.1 0.0
0.0 0.1 0.1
0.0 0.0 0.0
0.0 0.0 0.0
0.0 0.0 0.0
0.0 0.0 0.0
0.0 0.0 0.0
0.0 0.0 0.0
0.0 0.0 0.0
-0.1 0.1 0.0
0.0 0.1 0.0
0.0 -0.1 0.0
0.0 0.0 0.0
0.0 0.0 0.0
0.0 0.0 0.0
0.0 0.0 0.1
0.0 0.0 0.0
0.0 0.1 0.0
0.0 0.0 0.0
0.0 0.0 0.0
0.0 0.0 0.0
0.1 0.0 0.0
0.0 0.0 0.0
0.0 0.0 0.0
-0.1 -0.1 0.0
0.0 0.0 0.0
0.0 0.0 0.0
0.0 -0.1 -0.1
0.0 0.0 0.0
-0.1 0.0 0.0
0.0 0.0 0.0
0.0 0.1 0.0
0.0 0.0 0.0
0.0 0.1 0.0
0.0 0.0 0.0
-0.1 0.0 0.0
0.0 0.0 0.0
0.0 0.0 0.0
0.0 0.0 0.0
0.1 0.0 0.1
0.0 0.0 0.0
0.0 0.0 -0.1
0.0 0.0 0.0
0.1 0.0 0.0
0.1 0.1 -0.1
0.3 0.1 0.1
0.0 0.1 0.1
0.0 -0.1 0.0
-0.1 0.1 0.0
0.0 -0.1 0.0
-0.1 -0.1 0.0
0.0 -0.1 0.0
0.3 0.4 -0.1
-0.1 -0.1 0.0
-0.1 -0.1 0.0
0.1 0.0 0.0
0.0 0.0 0.0
0.0 0.0 0.0
0.0 0.0 0.0
0.0 0.0 0.0
0.0 0.0 0.1

Results
Highest occupied orbital energy ... -2.208 eV
Energy relative to the best compared isomer or geometry (same formula, charge and spin) ... 0.0 kcal/mol
Net charge ... -2
LUMO energy ... 2.9 eV